(1)
{
  "formula": "C25H17BrCoN2O2S",
  "method": "wB97M-V/def2-TZVPD",
  "elements": ["Co", "O", "S", "O", "N", "C", "C", "C", "C", "C", "C", "C", "C", "N", "C", "C", "C", "C", "C", "C", "C", "H", "H", "H", "H", "H", "H", "H", "H", "H", "H", "H", "Br", "C", "C", "C", "C", "C", "C", "C", "C", "C", "C", "H", "H", "H", "H", "H", "H"],
  "positions_angstrom": [[-0.327, 0.295, -0.076], [-1.025, 4.464, -0.081], [-0.020, 3.478, 0.216], [1.365, 3.835, 0.244], [-0.176, 2.206, -0.795], [-1.328, 2.033, -1.479], [-2.652, 2.147, -1.038], [-3.636, 1.977, -2.151], [-3.601, 0.067, -3.262], [-2.615, -0.953, -2.836], [-2.482, -2.271, -3.020], [-1.351, -2.957, -2.428], [-0.422, -2.259, -1.728], [-0.418, -0.901, -1.564], [-1.592, -0.208, -2.052], [-0.366, 2.778, 1.811], [0.597, 1.965, 2.406], [0.335, 1.410, 3.648], [-0.876, 1.662, 4.280], [-1.826, 2.479, 3.683], [-1.571, 3.049, 2.442], [-2.902, 2.532, -0.059], [-4.221, 2.878, -2.339], [-4.187, -0.198, -4.140], [-3.209, -2.838, -3.593], [-1.241, -4.024, -2.554], [0.421, -2.779, -1.286], [1.555, 1.837, 1.918], [1.076, 0.786, 4.133], [-1.075, 1.224, 5.250], [-2.760, 2.684, 4.190], [-2.280, 3.712, 1.962], [-1.692, -1.070, 2.069], [-3.346, -0.811, 1.163], [-4.505, -1.322, 1.715], [-5.694, -1.164, 1.014], [-5.709, -0.527, -0.219], [-4.536, -0.033, -0.776], [-4.498, 0.670, -2.098], [-2.794, 1.419, -3.325], [-1.390, 1.172, -2.742], [-2.116, 0.340, -0.689], [-3.337, -0.157, -0.060], [-4.480, -1.838, 2.665], [-6.613, -1.552, 1.434], [-6.642, -0.420, -0.760], [-5.520, 0.824, -2.441], [-2.782, 1.956, -4.268], [-0.535, 1.274, -3.403]],
  "forces_ev_per_angstrom": [[0.04, -0.31, 0.52], [0.05, 0.01, 0.09], [-0.09, -0.01, 0.22], [0.00, 0.00, -0.12], [0.05, 0.50, -0.78], [0.86, -0.10, -0.22], [-0.19, -1.22, 0.52], [-0.16, 0.27, -0.04], [-0.07, 0.03, 0.00], [0.29, -0.19, -0.10], [-0.04, 0.16, 0.03], [0.02, -0.12, -0.02], [0.06, 0.11, 0.01], [-0.19, -0.31, -0.34], [-0.30, 0.05, 0.42], [-0.12, -0.01, 0.00], [-0.06, 0.11, -0.01], [0.00, -0.04, 0.04], [-0.01, 0.02, 0.04], [0.02, 0.05, -0.03], [0.02, -0.14, 0.00], [-0.02, 0.23, -0.14], [0.04, 0.02, 0.03], [0.02, -0.03, 0.00], [-0.02, 0.04, 0.00], [0.03, 0.02, 0.02], [0.00, 0.02, 0.01], [0.06, -0.04, -0.01], [0.01, 0.01, -0.03], [0.00, 0.01, -0.01], [0.00, -0.01, -0.01], [0.00, 0.00, 0.04], [0.01, 0.00, 0.04], [0.01, -0.06, 0.04], [-0.03, 0.01, 0.01], [0.01, 0.01, -0.02], [-0.01, -0.02, 0.00], [-0.08, 0.04, -0.07], [0.06, -0.07, 0.05], [0.00, -0.18, -0.02], [0.18, 0.20, 0.18], [-0.50, 1.29, -0.11], [0.19, -0.40, -0.15], [-0.01, 0.01, -0.02], [0.01, 0.01, -0.01], [0.01, -0.01, 0.01], [0.02, 0.09, -0.07], [-0.14, 0.07, 0.03], [-0.02, -0.12, -0.02]],
  "spin_multiplicity": 2,
  "orbital_gap_ev": [6.28, 6.61],
  "total_energy_ha": -5577.6647,
  "e_above_lowest_kj_mol": 463.5,
  "fmax_ev_per_a": 1.4,
  "lumo_ha": [-0.0127, -0.0019]
}

(2)
{
  "formula": "C25H17BrF5N4O2SV",
  "method": "wB97M-V/def2-TZVPD",
  "elements": ["V", "F", "C", "C", "F", "C", "F", "C", "S", "C", "F", "C", "F", "C", "O", "C", "C", "C", "Br", "C", "C", "C", "O", "C", "N", "C", "C", "C", "C", "C", "C", "N", "H", "H", "H", "H", "H", "H", "H", "H", "H", "H", "H", "N", "C", "C", "C", "N", "C", "C", "H", "H", "H", "H", "H", "H"],
  "positions_angstrom": [[0.882, -1.120, -0.223], [-1.130, -3.042, 5.862], [-0.929, -3.072, 4.552], [-0.215, -2.063, 3.930], [0.280, -1.043, 4.623], [-0.036, -2.153, 2.566], [0.708, -1.127, 1.988], [-0.515, -3.156, 1.751], [-0.251, -3.183, 0.001], [-1.229, -4.147, 2.417], [-1.739, -5.171, 1.742], [-1.431, -4.114, 3.787], [-2.112, -5.086, 4.378], [0.758, -2.073, -3.213], [0.522, -0.959, -2.309], [-0.272, 0.088, -2.769], [-0.498, 0.336, -4.105], [-1.346, 1.387, -4.444], [-1.690, 1.736, -6.255], [-1.939, 2.171, -3.474], [-1.680, 1.926, -2.126], [-0.850, 0.875, -1.783], [-0.578, 0.522, -0.464], [-2.360, 2.731, -1.093], [-3.596, 3.099, -1.158], [-3.820, 3.808, 0.029], [-4.982, 4.438, 0.473], [-4.922, 5.111, 1.674], [-3.738, 5.158, 2.431], [-2.585, 4.525, 2.010], [-2.662, 3.850, 0.797], [-1.715, 3.107, 0.079], [1.446, -1.764, -3.997], [-0.196, -2.398, -3.622], [1.195, -2.855, -2.599], [-0.046, -0.271, -4.875], [-2.612, 2.975, -3.735], [-1.171, 1.011, 0.135], [-5.888, 4.401, -0.116], [-5.801, 5.619, 2.047], [-3.731, 5.703, 3.365], [-1.678, 4.559, 2.600], [-0.723, 3.283, 0.124], [7.036, -1.979, 0.052], [5.697, -1.868, -0.036], [4.856, -2.398, 0.959], [3.502, -2.247, 0.846], [2.902, -1.619, -0.187], [3.712, -1.156, -1.156], [5.079, -1.224, -1.122], [7.468, -2.454, 0.823], [7.641, -1.616, -0.661], [5.265, -2.925, 1.811], [2.837, -2.645, 1.603], [3.219, -0.685, -2.000], [5.662, -0.810, -1.933]],
  "forces_ev_per_angstrom": [[-0.53, 0.22, 0.24], [-0.01, 0.00, 0.03], [0.02, 0.06, 0.03], [-0.11, -0.19, -0.02], [0.04, 0.02, 0.00], [0.23, 0.32, 0.01], [0.00, 0.05, -0.17], [0.05, -0.02, -0.34], [-0.14, -0.21, 0.39], [-0.09, -0.14, 0.07], [0.02, 0.01, -0.08], [0.01, 0.00, -0.03], [-0.02, -0.01, 0.02], [-0.10, 0.25, 0.22], [0.14, 0.12, -0.22], [0.17, -0.34, 0.13], [-0.11, 0.11, -0.01], [0.03, -0.03, 0.14], [-0.01, 0.01, -0.14], [0.02, -0.01, 0.02], [-0.16, 0.14, 0.07], [0.01, -0.02, 0.02], [0.02, -0.01, -0.11], [0.15, -0.05, -0.28], [0.00, 0.05, 0.33], [-0.24, -0.02, -0.29], [-0.01, -0.01, -0.04], [0.09, 0.00, 0.07], [-0.09, 0.02, -0.03], [-0.04, -0.03, -0.04], [0.37, -0.01, 0.03], [-0.18, -0.07, 0.17], [0.01, -0.05, -0.04], [0.02, -0.05, -0.04], [0.02, -0.04, -0.04], [-0.02, 0.01, -0.02], [0.01, -0.01, -0.02], [0.04, 0.00, 0.02], [0.01, 0.00, 0.00], [0.00, 0.00, 0.00], [-0.01, -0.01, 0.00], [0.01, 0.00, -0.02], [0.00, 0.03, 0.01], [0.02, 0.01, 0.00], [0.16, -0.03, 0.06], [-0.06, 0.00, -0.01], [-0.16, 0.02, -0.05], [0.43, -0.18, -0.04], [-0.01, 0.23, -0.02], [-0.06, -0.16, -0.01], [-0.02, -0.01, 0.02], [-0.02, 0.02, -0.04], [0.03, 0.02, -0.01], [0.03, -0.02, 0.02], [0.03, 0.04, 0.01], [0.01, -0.01, 0.00]],
  "spin_multiplicity": 4,
  "orbital_gap_ev": [7.41, 7.96],
  "total_energy_ha": -5747.7546,
  "e_above_lowest_kj_mol": 95.5,
  "fmax_ev_per_a": 0.6,
  "lumo_ha": [-0.1010, -0.1016],
  "total_charge": 1
}

(3)
{
  "formula": "C25H17CrN2O3",
  "method": "wB97M-V/def2-TZVPD",
  "elements": ["O", "C", "Cr", "C", "O", "C", "O", "C", "C", "C", "C", "C", "C", "C", "C", "C", "C", "C", "C", "C", "C", "C", "C", "C", "C", "C", "C", "C", "H", "H", "H", "H", "H", "H", "H", "H", "H", "H", "H", "H", "H", "H", "H", "C", "N", "N", "H", "H"],
  "positions_angstrom": [[0.085, 5.518, 2.149], [0.168, 4.678, 1.385], [0.260, 3.307, 0.134], [1.505, 2.309, 1.121], [2.251, 1.670, 1.699], [1.660, 4.126, -0.812], [2.502, 4.605, -1.411], [-1.368, 3.969, -1.137], [-1.890, 3.575, 0.120], [-1.587, 2.301, 0.653], [-0.742, 1.390, -0.063], [-0.363, 0.155, 0.510], [0.142, -0.775, 1.150], [0.825, -1.596, 2.007], [2.236, -1.813, 1.744], [2.796, -1.380, 0.529], [4.128, -1.562, 0.252], [4.956, -2.169, 1.176], [4.442, -2.587, 2.387], [3.112, -2.420, 2.656], [0.098, -2.112, 3.150], [-1.298, -1.960, 3.216], [-2.015, -2.420, 4.293], [-1.372, -3.039, 5.347], [-0.001, -3.193, 5.318], [0.711, -2.748, 4.239], [-0.210, 1.811, -1.328], [-0.543, 3.076, -1.869], [-1.601, 4.958, -1.542], [-2.489, 4.280, 0.701], [-1.987, 2.005, 1.624], [2.164, -0.891, -0.191], [4.532, -1.226, -0.688], [6.005, -2.290, 0.966], [5.086, -3.034, 3.125], [2.634, -2.762, 3.686], [-1.810, -1.482, 2.399], [-3.086, -2.300, 4.314], [-1.936, -3.382, 6.197], [0.511, -3.658, 6.143], [1.890, -2.864, 4.176], [0.485, 1.155, -1.857], [-0.150, 3.376, -2.846], [1.679, 0.490, 5.373], [2.440, 1.428, 5.048], [3.187, 2.338, 4.739], [2.084, -0.457, 5.660], [0.622, 0.647, 5.418]],
  "forces_ev_per_angstrom": [[0.02, -0.78, -0.65], [0.01, 1.81, 1.37], [0.13, 0.00, 0.46], [0.82, -0.75, 0.47], [-0.40, 0.39, -0.14], [2.02, 1.29, -1.36], [-1.13, -0.65, 0.79], [-0.28, 0.30, -0.42], [0.00, -0.25, -0.18], [-0.47, -0.33, -0.01], [-0.48, 0.27, -0.33], [0.73, -1.59, 0.92], [-1.13, 2.51, -1.46], [0.51, -0.69, 0.48], [0.30, -0.03, -0.26], [-0.23, 0.05, 0.12], [0.04, 0.09, -0.21], [0.39, 0.06, -0.06], [0.26, -0.07, 0.15], [-1.02, -0.49, 1.99], [-0.37, 0.06, 0.32], [0.19, 0.12, -0.23], [-0.26, 0.05, -0.04], [-0.19, -0.05, 0.40], [-0.05, -0.12, 0.36], [2.33, 0.02, -0.07], [0.13, -0.39, -0.50], [-0.57, -0.33, 0.09], [0.11, -0.40, 0.18], [0.16, -0.26, -0.21], [0.21, 0.11, -0.33], [-0.11, 0.01, -0.20], [0.04, 0.03, -0.16], [0.18, -0.07, -0.07], [0.13, -0.15, 0.10], [4.86, 1.07, -4.61], [-0.15, 0.03, -0.17], [-0.17, 0.01, -0.02], [-0.12, -0.12, 0.13], [0.08, -0.17, 0.16], [-6.10, -0.42, 2.61], [-0.39, 0.17, 0.15], [0.00, -0.08, 0.48], [-1.34, -1.69, 0.65], [6.26, 7.60, -2.63], [-4.73, -5.81, 1.94], [0.44, -0.61, 0.09], [-0.68, 0.25, -0.09]],
  "spin_multiplicity": 4,
  "orbital_gap_ev": [3.67, 3.48],
  "total_energy_ha": -2341.7077,
  "e_above_lowest_kj_mol": 428.8,
  "fmax_ev_per_a": 10.2,
  "lumo_ha": [-0.3239, -0.3969],
  "total_charge": 2
}

(4)
{
  "formula": "C25H17F6N5O5RhS2",
  "method": "wB97M-V/def2-TZVPD",
  "elements": ["Rh", "C", "C", "N", "C", "C", "C", "C", "C", "C", "C", "N", "C", "C", "C", "C", "C", "C", "C", "C", "N", "C", "H", "H", "H", "H", "H", "H", "H", "H", "H", "H", "H", "H", "O", "N", "C", "C", "C", "C", "C", "H", "H", "H", "H", "H", "F", "C", "F", "F", "S", "O", "O", "N", "S", "O", "O", "C", "F", "F", "F"],
  "positions_angstrom": [[0.158, 0.993, -0.213], [3.933, 1.864, 1.505], [2.846, 2.038, 0.670], [1.593, 1.840, 1.092], [1.348, 1.487, 2.368], [2.406, 1.382, 3.307], [3.724, 1.531, 2.830], [2.097, 1.152, 4.659], [0.775, 1.065, 5.067], [-0.263, 1.131, 4.162], [-0.020, 1.260, 2.770], [-0.898, 1.180, 1.759], [-2.228, 1.009, 1.672], [-3.150, 0.750, 2.720], [-4.491, 0.579, 2.462], [-4.996, 0.663, 1.173], [-4.139, 0.911, 0.087], [-4.590, 1.007, -1.245], [-3.677, 1.247, -2.262], [-2.344, 1.406, -1.942], [-1.895, 1.335, -0.679], [-2.751, 1.081, 0.334], [4.929, 1.998, 1.119], [2.961, 2.352, -0.358], [4.548, 1.394, 3.509], [2.894, 1.074, 5.381], [0.543, 0.937, 6.115], [-1.267, 1.072, 4.539], [-2.812, 0.631, 3.732], [-5.158, 0.369, 3.285], [-6.046, 0.508, 0.984], [-5.646, 0.916, -1.445], [-4.001, 1.326, -3.289], [-1.607, 1.628, -2.700], [1.423, 1.663, -1.977], [1.386, 1.245, -3.195], [1.690, -0.036, -3.500], [1.719, -0.462, -4.805], [1.453, 0.433, -5.837], [1.124, 1.742, -5.500], [1.082, 2.121, -4.182], [1.874, -0.687, -2.659], [1.955, -1.495, -5.006], [1.511, 0.126, -6.868], [0.902, 2.474, -6.261], [0.830, 3.118, -3.848], [-1.382, -2.341, 1.688], [-1.379, -2.497, 0.372], [-1.640, -3.765, 0.079], [-2.397, -1.766, -0.109], [0.211, -1.890, -0.450], [-0.277, -1.133, -1.578], [0.836, -1.090, 0.584], [1.043, -3.127, -0.879], [1.788, -3.743, 0.416], [0.852, -4.013, 1.457], [3.011, -3.091, 0.738], [2.296, -5.411, -0.319], [2.630, -6.286, 0.629], [3.358, -5.248, -1.108], [1.326, -5.959, -1.046]],
  "forces_ev_per_angstrom": [[-0.53, 0.51, -0.60], [0.34, -0.15, 0.85], [-0.86, 0.06, 0.19], [0.91, 0.12, -0.23], [0.40, 0.13, 0.52], [-0.16, 0.08, -0.28], [-0.30, 0.16, -0.60], [-0.51, -0.12, 0.48], [1.00, 0.07, 0.16], [-0.31, 0.10, -1.02], [-0.24, -0.13, 0.96], [0.16, -0.15, -0.43], [-0.26, 0.10, -0.67], [-0.62, -0.19, 0.45], [0.43, 0.01, 0.66], [0.19, 0.01, -0.35], [-0.01, 0.13, -0.23], [-0.40, -0.11, 0.52], [1.01, 0.26, -0.30], [-1.16, 0.07, -1.21], [0.75, -0.13, 0.79], [-0.04, 0.11, 0.57], [0.16, 0.02, -0.06], [-0.05, -0.11, -0.06], [0.16, 0.01, 0.10], [0.12, -0.02, 0.07], [0.04, -0.01, 0.03], [-0.04, -0.04, -0.04], [0.00, -0.01, 0.06], [-0.04, -0.03, 0.06], [-0.17, 0.01, -0.03], [-0.11, -0.07, -0.07], [0.06, 0.01, -0.05], [0.06, -0.08, -0.09], [0.01, 0.21, 0.89], [0.02, -0.34, -1.20], [-0.09, 0.04, 0.28], [-0.06, 0.26, -0.47], [0.04, 0.08, 0.44], [0.06, -0.37, -0.20], [0.01, 0.06, 0.20], [0.07, 0.13, -0.01], [0.04, -0.08, 0.02], [-0.06, -0.06, -0.09], [-0.04, 0.07, -0.03], [0.06, -0.10, 0.08], [0.34, 0.04, -0.04], [-0.76, 0.04, -0.03], [0.28, -0.04, -0.08], [0.20, 0.03, -0.10], [-1.00, -0.76, -0.08], [0.15, -0.08, -0.35], [0.18, 0.64, 0.37], [0.13, 0.27, 0.11], [0.53, -1.20, -0.22], [-0.26, -0.33, 0.42], [0.46, 0.08, -0.09], [-0.03, -0.04, -0.22], [-0.11, 0.42, 0.27], [0.06, 0.22, -0.07], [-0.22, 0.19, 0.06]],
  "spin_multiplicity": 6,
  "orbital_gap_ev": [4.30, 6.22],
  "total_energy_ha": -3118.8210,
  "e_above_lowest_kj_mol": 51.8,
  "fmax_ev_per_a": 1.7,
  "lumo_ha": [-0.0183, -0.0698]
}